82
Properties=species:S:1:pos:R:3:forces:R:3:mulliken_charge:R:1 method="wB97M-V/def2-TZVPD" spin_multiplicity=1 relative_energy_kcal_mol=0.0 total_charge=+3 homo_lumo_gap_ev=6.43
Ta -0.314 -0.387 -0.470 -0.357 -0.379 0.643 1.174
C -0.396 1.681 1.078 0.093 -0.151 -0.087 -0.668
C -1.064 1.574 2.276 -0.015 0.005 0.018 -0.703
C -2.447 1.286 2.038 0.003 0.006 0.008 -0.532
C -2.643 1.178 0.697 0.031 -0.058 0.029 -1.083
C -1.365 1.399 0.003 -0.377 0.497 -0.100 -0.047
H 0.614 2.042 0.949 -0.026 0.038 0.020 0.538
H -0.624 1.733 3.252 -0.004 -0.011 -0.015 0.561
H -3.199 1.176 2.806 0.009 0.003 -0.016 0.614
H -3.569 0.954 0.187 0.008 -0.006 0.012 0.530
H -1.401 2.041 -0.879 0.037 -0.030 0.002 0.809
N 3.238 -0.802 -0.598 -0.018 -0.061 0.061 -0.186
C 2.749 -0.748 0.667 0.007 0.016 -0.064 0.025
N 3.609 -0.560 1.636 0.052 -0.018 0.050 -0.639
C 3.132 -0.607 2.888 -0.020 -0.005 -0.064 0.261
N 3.931 -0.329 3.892 0.000 0.005 0.017 -0.293
N 1.850 -0.979 3.182 0.009 -0.015 0.062 -0.764
C 1.062 -1.097 2.169 -0.004 -0.010 -0.053 0.307
N 1.398 -0.879 0.859 0.016 -0.007 0.088 1.003
C -0.327 -1.555 2.390 0.024 0.018 -0.013 0.522
C -0.740 -2.067 3.597 -0.019 0.000 0.013 -0.646
C -2.038 -2.559 3.699 -0.013 -0.002 -0.006 -0.848
C -2.862 -2.517 2.587 0.004 0.000 0.020 -0.942
C -2.382 -1.966 1.414 -0.020 0.024 -0.024 -0.279
N -1.132 -1.484 1.308 0.059 -0.043 -0.027 0.775
H 4.244 -0.917 -0.621 0.008 0.026 -0.008 0.328
H 2.737 -1.381 -1.254 -0.015 0.022 -0.013 0.072
H 4.896 -0.091 3.721 0.006 0.000 -0.004 0.280
H 3.599 -0.413 4.840 0.002 -0.001 0.005 0.270
H -0.049 -2.092 4.427 0.003 0.001 0.004 0.648
H -2.393 -2.977 4.633 0.005 0.000 -0.002 0.523
H -3.871 -2.903 2.618 -0.001 0.000 0.005 0.574
H -3.002 -1.899 0.532 0.008 0.001 -0.012 0.584
F -4.252 -2.176 -4.814 0.036 -0.004 -0.038 -0.347
C -4.581 -3.135 -3.943 0.068 0.035 0.012 0.302
C -3.608 -3.642 -3.094 0.058 -0.081 0.080 0.203
C -4.011 -4.573 -2.146 0.097 0.011 0.003 0.315
F -3.112 -5.035 -1.258 -0.065 -0.021 -0.016 -0.352
C -5.310 -5.028 -2.067 -0.035 -0.036 0.021 0.104
F -5.659 -5.914 -1.148 -0.008 0.018 -0.031 -0.256
C -6.253 -4.529 -2.958 0.005 -0.020 0.019 0.621
F -7.495 -4.946 -2.894 -0.003 0.001 -0.001 -0.245
C -5.891 -3.571 -3.898 -0.024 0.026 -0.032 0.159
F -6.794 -3.073 -4.722 -0.009 -0.009 0.006 -0.249
Ge -1.782 -3.048 -3.168 -0.061 -0.037 0.061 -0.484
S -1.962 -1.116 -1.914 0.053 0.086 -0.085 -0.565
C -0.504 -4.260 -2.331 0.009 0.059 -0.046 -0.186
C -0.445 -5.549 -2.840 -0.043 0.020 -0.044 0.957
F -1.265 -5.864 -3.843 -0.003 -0.020 0.006 -0.329
C 0.422 -6.514 -2.353 -0.011 -0.026 -0.030 0.006
F 0.436 -7.724 -2.864 0.009 0.013 0.010 -0.236
C 1.285 -6.184 -1.315 0.014 0.016 0.023 0.529
F 2.123 -7.072 -0.833 -0.011 -0.009 -0.013 -0.260
C 1.262 -4.900 -0.788 0.033 -0.042 0.026 -0.085
F 2.079 -4.546 0.202 0.001 -0.010 -0.014 -0.266
C 0.376 -3.987 -1.313 -0.097 0.029 0.034 -0.699
F 0.413 -2.732 -0.727 0.183 -0.003 -0.165 0.355
C -1.105 -2.523 -4.905 -0.004 -0.009 -0.016 -0.443
C -0.088 -1.596 -5.029 -0.058 -0.053 0.092 1.128
F 0.481 -1.076 -3.901 0.022 -0.001 -0.048 0.290
C 0.400 -1.169 -6.240 0.004 -0.010 0.000 -0.267
F 1.370 -0.250 -6.281 0.025 0.025 -0.026 -0.254
C -0.124 -1.710 -7.407 0.024 0.031 -0.014 0.460
F 0.335 -1.317 -8.572 -0.001 -0.003 -0.008 -0.259
C -1.122 -2.672 -7.330 -0.042 -0.048 -0.040 0.040
F -1.611 -3.203 -8.430 0.021 0.016 0.024 -0.239
C -1.593 -3.069 -6.086 -0.020 0.012 0.069 0.548
F -2.528 -4.009 -6.037 -0.007 0.035 -0.013 -0.330
C 0.255 2.188 -3.862 0.066 -0.029 -0.011 -1.045
As 1.672 1.619 -2.717 -0.012 -0.051 -0.025 0.932
C 3.037 0.633 -3.616 -0.028 0.032 0.014 -1.180
C 2.405 3.037 -1.664 -0.013 -0.009 -0.045 -0.974
O 0.888 0.544 -1.565 0.335 0.186 -0.312 -0.648
H 0.680 2.464 -4.828 0.009 0.016 -0.004 0.470
H -0.246 3.049 -3.423 -0.010 -0.003 0.023 0.512
H -0.440 1.360 -3.990 0.007 -0.016 0.002 0.199
H 3.168 1.082 -4.602 0.005 0.028 -0.002 0.519
H 2.723 -0.399 -3.741 -0.014 0.006 -0.011 0.214
H 3.962 0.706 -3.050 -0.001 -0.002 0.028 0.457
H 1.805 3.937 -1.786 -0.020 -0.004 0.015 0.419
H 3.426 3.227 -1.993 -0.002 0.014 -0.028 0.426
H 2.416 2.729 -0.620 0.021 -0.027 0.000 0.268